14
Properties=species:S:1:pos:R:3:forces:R:3 method="wB97M-V/def2-TZVPD" max_force_ev_per_a=1.83 de_lowest_kj_mol=764.4 e_tot_ha=-324.43333 orbital_gap_ha="0.304 / 0.263" e_lumo_ev="0.21 / 0.12" homo_ev="-8.057 / -7.044"
O -2.89255 -0.70033 -0.05597 0.6 0.8 0.6
N -0.66256 0.52715 0.38147 0.1 -0.5 0.1
C 1.99658 0.23199 -0.57260 0.4 0.2 0.0
C 1.04946 -0.86759 -0.63778 0.4 0.0 0.0
C -0.19007 -0.61478 0.13310 -0.2 0.2 -1.6
C -2.49936 0.27959 0.53483 -0.2 -0.7 0.2
C 2.75357 1.15544 -0.47150 0.0 0.0 0.0
H 0.65483 -0.97937 -1.66722 0.3 0.0 0.3
H -0.87534 -1.47391 0.16007 -0.1 0.4 0.1
H -0.03774 1.32226 0.58471 -0.3 -0.3 -0.8
H 1.49709 -1.82223 -0.37355 0.2 -0.1 0.0
H -2.84628 1.29435 0.21102 0.4 -0.3 1.1
H 3.44804 1.96045 -0.39343 -0.1 -0.1 0.0
H -1.39567 -0.31303 2.16684 -1.7 0.5 0.0

=====

14
Properties=species:S:1:pos:R:3:forces:R:3 method="wB97M-V/def2-TZVPD" max_force_ev_per_a=4.57 de_lowest_kj_mol=320.2 e_tot_ha=-324.60252 orbital_gap_ha=0.366 e_lumo_ev=0.73 smiles="CC1C=C1.N=C=O" homo_ev=-9.235
O -0.71354 -3.33927 -0.41038 -0.4 0.0 -0.4
N -0.76166 -2.80361 1.85527 -0.5 0.7 3.7
C -0.83802 -3.10167 0.72372 0.4 -0.7 -2.2
C 1.63924 1.46322 -0.24878 -2.8 -0.8 3.5
C 0.19587 1.66679 -0.74589 -0.1 0.4 -1.2
C -1.06300 1.11353 -0.11991 -0.8 0.4 1.6
C -0.62106 0.45916 -1.11983 0.6 -0.3 -0.7
H -0.60641 -0.42059 -1.72897 -0.2 -0.1 -0.2
H 1.88532 2.39561 0.25025 0.8 -0.1 0.1
H -1.26081 -2.96889 2.73486 0.4 0.1 -1.2
H 0.04599 2.60129 -1.38067 0.4 -1.1 0.7
H 2.27384 1.17413 -1.00750 1.5 -0.2 -1.8
H -1.83976 1.18106 0.66307 0.8 0.0 -0.6
H 1.66399 0.57923 0.53474 -0.1 1.8 -1.4

=====

14
Properties=species:S:1:pos:R:3:forces:R:3 method="wB97M-V/def2-TZVPD" max_force_ev_per_a=0.61 de_lowest_kj_mol=744.0 e_tot_ha=-324.44110 orbital_gap_ha=0.279 e_lumo_ev=-0.75 smiles="CC1=C(N=O)[C@@H]1C" homo_ev=-8.340
O -2.16641 0.32002 0.76980 0.0 -0.3 0.2
N -2.30286 -0.41027 -0.31775 0.3 0.2 0.3
C -1.14579 -0.17548 -0.92263 -0.2 0.3 0.1
C 0.19757 1.94279 0.36257 0.0 -0.1 -0.1
C 0.24848 -0.63832 -0.66938 0.3 -0.2 0.0
C -0.36534 0.63125 -0.05774 0.1 0.1 -0.6
C 0.78090 -1.82507 0.11217 -0.1 0.0 0.1
H 0.62651 -2.78674 -0.39304 -0.1 0.3 0.0
H 0.89122 -0.37079 -1.51386 0.2 0.1 0.2
H 1.21792 1.84561 0.74578 -0.2 0.0 -0.1
H 1.86371 -1.69845 0.23636 -0.2 0.0 0.0
H 0.22767 2.54752 -0.55164 0.0 0.0 0.1
H 0.32937 -1.87470 1.10437 -0.1 -0.1 -0.1
H -0.40294 2.49263 1.09500 -0.1 -0.3 -0.2

=====

14
Properties=species:S:1:pos:R:3:forces:R:3 method="wB97M-V/def2-TZVPD" max_force_ev_per_a=0.55 de_lowest_kj_mol=467.7 e_tot_ha=-324.54632 orbital_gap_ha=0.298 e_lumo_ev=0.56 homo_ev=-7.543
O 1.97048 0.88126 -2.05241 -0.4 -0.2 0.3
N -0.27510 -0.02832 0.14582 0.0 0.0 0.0
C -1.42481 0.61365 0.92711 0.1 0.1 0.3
C 1.16978 0.47519 -1.26506 0.3 0.1 -0.3
C -1.05380 -0.82128 1.10940 0.1 -0.3 -0.1
C 1.18426 0.22816 0.24792 0.1 0.1 0.1
C -0.29096 0.01764 -1.33767 -0.1 0.0 -0.1
H -0.93626 1.21293 1.71041 -0.1 -0.1 -0.1
H -1.02079 0.75568 -1.67866 0.1 -0.1 -0.1
H 1.76721 -0.65754 0.52728 -0.1 0.1 0.0
H -0.41507 -1.18402 1.92357 -0.1 0.1 -0.1
H 1.43259 1.07112 0.89709 0.0 -0.1 -0.1
H -1.66766 -1.61580 0.67794 0.1 0.2 0.0
H -0.43988 -0.94867 -1.83276 0.1 0.1 0.1

=====

14
Properties=species:S:1:pos:R:3:forces:R:3 method="wB97M-V/def2-TZVPD" max_force_ev_per_a=1.88 de_lowest_kj_mol=486.3 e_tot_ha=-324.53923 orbital_gap_ha="0.240 / 0.269" e_lumo_ev="-0.41 / 0.12" homo_ev="-6.938 / -7.195"
O -1.15056 -2.31976 -0.45158 0.5 0.1 -0.8
N 0.22414 -0.51994 2.11040 -0.1 -0.2 -0.5
C 0.43767 -0.15558 0.94083 -1.5 0.2 -0.5
C 1.72454 0.13542 0.28513 0.3 0.0 -0.8
C -1.04911 0.28274 -0.24605 1.6 -0.4 0.9
C -0.82533 0.90201 -1.45879 0.2 0.2 -0.2
C -1.44402 -1.21621 -0.31477 -0.8 -0.3 1.5
H -1.69748 0.77411 0.47242 -0.1 0.0 -0.1
H -0.28047 0.42483 -2.25893 0.1 -0.1 0.0
H 2.11770 1.11118 0.57344 -0.1 0.0 0.1
H -0.74841 -0.75536 2.33893 0.1 0.2 -0.1
H -1.36223 1.80598 -1.69941 0.0 0.0 0.0
H 1.57590 0.15073 -0.80270 0.1 0.1 0.3
H 2.47767 -0.62014 0.51107 -0.1 0.0 0.2

=====

14
Properties=species:S:1:pos:R:3:forces:R:3 method="wB97M-V/def2-TZVPD" max_force_ev_per_a=6.02 multiplicity=3 de_lowest_kj_mol=264.6 e_tot_ha=-324.44706 orbital_gap_ha="0.227 / 0.312" e_lumo_ev="0.95 / -2.24" homo_ev="-5.241 / -10.720"
O 1.56489 -0.30699 0.43726 4.8 -1.7 -1.3
N -0.37362 -2.93179 1.21251 -0.3 -0.4 -2.3
C -0.22653 1.24999 0.62522 -1.9 0.0 0.2
C 0.43821 -0.06601 0.70777 -5.6 -0.9 2.1
C -0.17654 -2.30780 2.25528 -0.3 1.9 0.3
C -0.69408 -1.45341 1.22912 3.5 -0.2 0.8
C -0.67198 1.65709 -0.81906 -1.4 0.9 2.8
H 0.53488 1.92649 1.03728 -0.5 0.3 0.0
H 0.20051 -2.41911 3.22337 0.5 -0.4 1.3
H -1.66746 -1.11129 1.23875 -1.9 0.9 -0.5
H 0.19313 1.86070 -1.39075 0.6 -0.1 -1.1
H -1.18702 1.23252 1.26268 1.6 0.2 -0.6
H -1.23642 2.61195 -0.61043 0.4 -0.7 -0.8
H -1.38454 0.88838 -1.13575 0.5 0.3 -0.6

=====

14
Properties=species:S:1:pos:R:3:forces:R:3 method="wB97M-V/def2-TZVPD" max_force_ev_per_a=3.11 multiplicity=3 de_lowest_kj_mol=316.4 e_tot_ha=-324.42734 orbital_gap_ha="0.282 / 0.264" e_lumo_ev="0.68 / -2.80" homo_ev="-7.003 / -9.987"
O -0.52068 2.17998 1.70902 -1.1 2.1 0.5
N -0.48244 0.08974 -0.08978 -0.6 -0.1 -0.3
C -0.15213 -0.27843 1.26601 1.0 -0.4 1.8
C -1.42033 -0.54778 -0.68180 -0.1 0.1 -0.5
C -1.41894 2.91153 1.42065 0.9 -0.7 0.2
C -2.30742 3.69732 1.00946 1.4 -0.8 0.1
C 0.22099 1.23283 -0.71256 -0.3 -0.4 0.5
H -0.29907 -1.41438 1.26476 0.4 1.7 0.8
H -3.21426 4.14739 0.85424 -1.5 0.9 -0.2
H 0.94265 0.05791 1.37402 -1.4 -1.0 0.4
H -0.61551 1.67601 -1.24714 0.8 0.9 -0.3
H 0.74251 1.81069 0.05007 -0.7 0.4 -0.2
H -0.76788 0.35096 2.06295 1.2 -2.3 -1.7
H 1.03470 0.89779 -1.31473 0.2 -0.5 -1.0

=====

14
Properties=species:S:1:pos:R:3:forces:R:3 method="wB97M-V/def2-TZVPD" max_force_ev_per_a=11.50 multiplicity=3 de_lowest_kj_mol=191.3 e_tot_ha=-324.47498 orbital_gap_ha="0.239 / 0.319" e_lumo_ev="0.68 / -2.67" homo_ev="-5.823 / -11.344"
O -0.72982 -0.67114 -1.28212 0.8 0.8 -1.3
N -1.32600 2.41221 -0.76357 0.0 0.5 0.2
C 1.40744 0.35138 -0.67082 0.8 -0.9 4.2
C -0.08850 0.18432 -0.33715 0.7 -0.1 1.7
C -0.72166 1.48491 -0.46281 -0.7 0.5 -0.5
C -0.76679 -1.39793 1.49094 -4.5 -10.2 2.8
C -0.24897 -0.23634 1.16115 4.1 8.2 -5.1
H -1.11330 -2.07646 0.67588 0.0 0.5 1.1
H 1.45017 0.98605 -1.46964 0.7 0.9 -2.9
H -0.53020 -0.25572 -2.19036 -0.5 -1.1 2.0
H 1.99485 0.96380 0.13978 -1.4 -1.2 -1.1
H -0.18184 0.58068 1.81120 -0.1 1.1 0.8
H -0.98008 -1.64762 2.55376 0.2 0.0 -1.1
H 1.83469 -0.67815 -0.65626 0.0 1.0 -0.8

=====

15
Properties=species:S:1:pos:R:3:forces:R:3 method="wB97M-V/def2-TZVPD" max_force_ev_per_a=3.87 de_lowest_kj_mol=295.4 e_tot_ha=-399.85305 orbital_gap_ha=0.391 e_lumo_ev=0.55 smiles="[H]/N=C(/C)C(=O)O.C#C" homo_ev=-10.077
O 0.32593 -1.92625 -1.25848 -1.5 0.8 0.5
O -0.44505 -1.73193 0.83164 -0.5 -0.3 -0.2
N 1.70442 0.44861 -1.05808 0.1 0.2 0.1
C -1.61943 0.96983 -0.93470 -0.8 -1.2 -0.1
C 0.07540 -1.21624 -0.30944 3.7 -0.9 0.4
C -2.14502 -0.11108 -0.81578 -0.3 1.9 -0.1
C 0.90609 0.84025 1.17088 -0.3 0.1 0.0
C 0.94125 0.08845 -0.12390 -0.6 -0.4 -0.6
H -1.13862 1.89327 -1.10050 0.3 0.3 0.0
H 1.49735 0.31782 1.92375 0.1 0.0 0.1
H -0.11485 0.94906 1.53730 -0.1 0.0 0.1
H 1.31715 1.83661 1.02244 0.1 -0.1 0.0
H 1.64738 -0.17370 -1.86849 -0.2 -0.1 0.2
H -2.83729 -0.89041 -0.64443 0.1 -0.6 0.0
H -0.11471 -1.29431 1.62779 -0.2 0.3 -0.3

=====

15
Properties=species:S:1:pos:R:3:forces:R:3 method="wB97M-V/def2-TZVPD" max_force_ev_per_a=3.38 de_lowest_kj_mol=392.9 e_tot_ha=-399.81590 orbital_gap_ha=0.256 e_lumo_ev=0.73 homo_ev=-6.233
O 2.51772 1.43158 -0.28253 -0.5 -0.4 0.1
O 1.37518 -0.21712 0.77557 0.1 0.9 -2.4
N -2.06604 0.54961 -0.00430 0.0 0.1 -0.2
C -0.71997 0.60560 0.05249 0.4 -2.0 -0.2
C 0.12040 1.69062 0.22388 1.5 0.4 -0.1
C 1.36774 0.95388 0.14339 0.3 2.2 2.6
C 0.17786 -0.51632 -0.15090 -1.9 -1.2 -0.1
C -0.12759 -1.96563 -0.20219 -0.4 0.0 0.5
H -2.61398 1.39359 -0.06947 0.1 -0.2 -0.1
H -0.57329 -2.33929 0.73186 0.0 -0.3 0.0
H 0.76268 -2.56501 -0.40403 0.0 0.1 -0.1
H -2.53356 -0.32557 -0.17706 0.1 0.1 0.0
H -0.83129 -2.15497 -1.01895 0.0 0.0 0.1
H -0.04067 2.71617 0.50876 0.1 0.0 -0.3
H 3.18482 0.74286 -0.12654 0.0 0.1 0.0